## 1
# C48H120N8

A structure of composition C48H120N8 (ωB97M-V/def2-TZVPD, the Open Molecules 2025 dataset).

```
176
Properties=species:S:1:pos:R:3:lowdin_charge:R:1
C -1.96494 -2.13350 -2.31249 -0.1357
C -1.11860 -2.65036 -3.50255 -0.1943
N -1.24661 -1.64267 -4.55785 -0.1659
C -0.14860 -1.50918 -5.52117 -0.2033
C 0.15220 -2.82276 -6.30885 -0.0954
C -2.55196 -1.66555 -5.22689 -0.2546
C -3.10457 -0.25717 -5.22316 -0.0817
H -1.61111 -1.14077 -2.03425 0.0528
H -1.96324 -2.85997 -1.49987 -0.1667
H -3.02533 -2.12516 -2.56471 0.1011
H -0.10417 -2.73136 -3.11205 0.0360
H -1.40363 -3.62956 -3.88729 0.1350
H -0.41480 -0.64318 -6.12722 0.1227
H 0.79213 -1.12346 -5.12827 0.0579
H -0.78868 -3.31004 -6.56460 0.0887
H 0.90525 -2.79669 -7.09646 0.0882
H 0.35165 -3.54601 -5.51814 0.0660
H -3.21909 -2.34306 -4.69398 0.1067
H -2.38932 -2.12659 -6.20110 0.0993
H -4.13902 -0.11217 -5.53457 0.0694
H -2.42452 0.40636 -5.75735 0.0628
H -2.99129 0.15452 -4.22028 0.0653
C 2.53697 1.45616 0.96063 -0.1176
C 3.78444 0.51955 1.32452 -0.1704
N 3.72253 -0.76269 0.69724 -0.1791
C 4.63658 -1.71116 1.40923 -0.2195
C 4.07898 -3.13027 1.25906 -0.0593
C 3.83847 -0.74163 -0.76104 -0.2102
C 5.26813 -0.36495 -1.35026 -0.0809
H 1.58479 0.93363 1.05252 0.0409
H 2.61798 1.77447 -0.07870 0.1072
H 2.62744 2.36741 1.55183 0.1205
H 4.61560 1.17334 1.06025 0.1198
H 3.72202 0.41335 2.40754 0.0881
H 5.68336 -1.51314 1.17866 0.1037
H 4.63743 -1.49550 2.47768 0.1039
H 4.47208 -3.92007 1.89922 0.0750
H 3.02070 -2.98579 1.47649 0.0502
H 4.31733 -3.37683 0.22441 0.0700
H 3.10771 -0.07958 -1.22555 0.0903
H 3.44849 -1.68671 -1.13902 0.0774
H 5.33181 -0.70610 -2.38353 -0.0031
H 6.10951 -0.95084 -0.98024 0.0798
H 5.46314 0.70718 -1.32580 0.0952
C 3.27619 -2.52313 -6.46982 -0.0615
C 2.31526 -2.14324 -5.36366 -0.3152
N 2.90495 -2.32844 -4.05702 -0.1300
C 4.17794 -1.75808 -3.74639 -0.2017
C 4.13518 -0.21759 -3.54294 -0.1086
C 1.89278 -2.46099 -2.98340 -0.3137
C 1.19518 -3.80610 -3.11658 -0.1019
H 2.81704 -2.39204 -7.44966 0.0714
H 3.69481 -3.49965 -6.22639 0.0874
H 4.16869 -1.89866 -6.50949 0.0641
H 1.94665 -1.13356 -5.54473 0.0929
H 1.36684 -2.65861 -5.51523 -0.0166
H 4.49185 -2.23082 -2.81575 0.1094
H 4.88189 -2.10128 -4.50453 0.1125
H 5.13811 0.19800 -3.44542 0.0726
H 3.56475 0.35618 -4.27336 0.0889
H 3.60747 -0.02000 -2.60988 0.0324
H 1.18913 -1.63206 -3.05994 0.1480
H 2.42793 -2.45874 -2.03382 0.0787
H 1.92964 -4.60301 -3.23327 0.1286
H 0.51750 -3.90697 -3.96432 0.0585
H 0.51007 -3.90545 -2.27465 0.0517
C -1.59364 -0.21268 2.38039 -0.0484
C -0.22768 -0.81221 1.87460 -0.1967
N -0.29557 -1.41859 0.54001 -0.1703
C 0.99186 -2.04208 0.24849 -0.1225
C 1.02117 -2.84173 -1.12364 -0.1744
C -0.80525 -0.54500 -0.49232 -0.1742
C 0.01939 0.73397 -0.76551 -0.1587
H -2.00131 0.63434 1.82861 0.0155
H -1.48813 0.04722 3.43369 0.0271
H -2.40531 -0.93796 2.43740 0.0859
H 0.58127 -0.08299 1.91880 0.0387
H 0.13789 -1.53690 2.60211 0.1287
H 1.27997 -2.71715 1.05433 0.1086
H 1.71321 -1.25552 0.02694 0.0832
H 0.18093 -3.53587 -1.10763 0.0483
H 1.84695 -3.55318 -1.11657 0.1187
H 1.09153 -2.18665 -1.99198 -0.0037
H -1.00620 -1.11799 -1.39752 0.0105
H -1.80701 -0.28970 -0.14677 0.1160
H 0.86865 0.29828 -1.29186 0.1161
H -0.52308 1.48704 -1.33712 0.1179
H 0.49915 1.16814 0.11165 0.0329
C -5.04394 4.76045 2.16476 -0.1257
C -4.36240 3.97693 3.17869 -0.2850
N -3.42308 2.99808 2.55623 -0.1414
C -2.71697 3.42485 1.35627 -0.2157
C -2.23178 2.16341 0.59382 -0.0735
C -2.55219 2.35685 3.61589 -0.2444
C -3.29935 1.74666 4.85337 -0.0528
H -4.30038 5.45858 1.78025 0.0758
H -5.87507 5.33843 2.56880 0.0835
H -5.40199 4.04419 1.42525 0.0911
H -3.76581 4.68525 3.75355 0.1162
H -5.09454 3.51324 3.83980 0.1101
H -3.32972 4.07338 0.73013 0.1081
H -1.82050 3.92727 1.71963 0.0480
H -2.89234 1.29642 0.60328 0.0851
H -1.96548 2.45104 -0.42326 0.0928
H -1.33895 1.88095 1.15165 0.0290
H -1.82209 3.06905 4.00036 0.1009
H -2.02175 1.49706 3.20662 0.0258
H -3.87517 2.53373 5.34026 0.0702
H -2.63409 1.09670 5.42178 0.0008
H -3.98057 0.98508 4.47384 0.0870
C 2.69230 6.44889 -1.62027 -0.0763
C 1.73823 6.04139 -0.46205 -0.2930
N 1.89441 4.65830 -0.04726 -0.1717
C 1.42070 4.55043 1.34788 -0.2190
C -0.04860 4.91575 1.53119 -0.0651
C 1.45290 3.76790 -1.10425 -0.1602
C 0.95744 2.42323 -0.56746 -0.2665
H 2.51792 7.51638 -1.75502 0.0641
H 2.31138 5.98699 -2.53113 0.0608
H 3.73773 6.27768 -1.36365 0.0771
H 1.83052 6.81272 0.30257 0.1085
H 0.68682 6.25368 -0.65586 0.0987
H 1.60578 3.56327 1.77139 0.0308
H 2.04774 5.19010 1.96894 0.1248
H -0.31668 5.92915 1.23242 0.0864
H -0.67044 4.21343 0.97607 0.0388
H -0.35357 4.71630 2.55848 0.0848
H 2.35331 3.81829 -1.71649 0.1123
H 0.65553 4.26516 -1.65653 0.1131
H 0.02324 2.62973 -0.04522 0.0735
H 1.74414 2.05750 0.09243 -0.0761
H 0.79948 1.72946 -1.39319 0.0631
C -1.79395 -3.27925 -0.44477 -0.1306
C -2.54241 -3.54255 0.87346 -0.1317
N -4.00792 -3.50445 0.55524 -0.1727
C -4.82723 -4.24735 1.57994 -0.2406
C -4.82563 -3.42271 2.81474 -0.1103
C -4.50903 -2.25893 -0.02779 -0.2252
C -6.07242 -2.10919 -0.20877 -0.0683
H -2.00418 -3.86708 -1.33827 0.1574
H -0.77544 -3.65878 -0.36287 0.0867
H -1.67150 -2.23129 -0.71847 0.0592
H -2.20116 -4.52189 1.20894 0.1139
H -2.36007 -2.94195 1.76462 0.0840
H -5.83395 -4.28713 1.16396 0.0962
H -4.48886 -5.25766 1.80990 0.1141
H -3.82140 -3.49147 3.23290 0.0663
H -5.13149 -2.38159 2.71158 0.0766
H -5.53477 -4.00004 3.40795 0.0750
H -4.10062 -2.03828 -1.01401 0.0793
H -4.06879 -1.39177 0.46450 0.0974
H -6.17629 -1.16614 -0.74541 0.0668
H -6.67422 -2.10204 0.69999 0.0592
H -6.50630 -2.85510 -0.87471 0.0692
C -1.01885 0.10348 5.68706 -0.0788
C -0.17829 1.38547 5.29503 -0.2105
N 1.14534 1.24378 4.71798 -0.1383
C 2.04377 0.36719 5.50097 -0.2420
C 2.43204 1.01419 6.88715 -0.0586
C 1.20202 0.78075 3.27649 -0.1937
C 0.57577 1.82304 2.36906 -0.1174
H -0.46095 -0.65752 6.23271 0.0733
H -1.53737 -0.45134 4.90513 0.0576
H -1.77875 0.42367 6.39990 0.0642
H -0.82107 2.02986 4.69529 0.0525
H -0.15406 2.06814 6.14443 0.1170
H 2.95948 0.31174 4.91232 0.0935
H 1.73043 -0.67371 5.42077 0.1031
H 3.04223 1.85636 6.56076 0.0714
H 2.97505 0.32165 7.53030 0.0639
H 1.56951 1.34843 7.46371 0.0553
H 2.24777 0.61308 3.01884 0.0895
H 0.75131 -0.20468 3.15861 0.0645
H -0.46968 1.98665 2.63055 0.0678
H 1.14601 2.74715 2.46352 0.0608
H 0.74804 1.60590 1.31489 0.0050
```

Highest occupied orbital energy: -0.2523 hartree

---

## 2
# C48H120N8

A cluster of 8 separate species, C48H120N8 in total (ωB97M-V/def2-TZVPD, the Open Molecules 2025 dataset).

```
176
Properties=species:S:1:pos:R:3:lowdin_charge:R:1
C 1.89658 -2.57935 2.46415 -0.1130
C 0.98503 -1.35629 2.35585 -0.2157
N 0.60231 -0.99812 0.94425 -0.1747
C 0.53416 -2.08391 -0.03068 -0.2586
C -0.71908 -2.92021 0.18730 -0.0809
C -0.55611 -0.12365 0.84626 -0.2501
C -0.84200 0.49532 -0.55364 -0.0648
H 2.74675 -2.46985 1.79774 0.0628
H 1.36505 -3.45323 2.13367 0.0455
H 2.08404 -2.75147 3.51387 0.0785
H 0.05304 -1.61201 2.95734 0.1118
H 1.57504 -0.58121 2.93109 0.1082
H 0.59824 -1.71530 -1.03454 0.0768
H 1.37945 -2.79493 0.12364 0.1066
H -0.89163 -3.00034 1.25552 0.0517
H -1.67410 -2.47438 -0.21976 0.0713
H -0.78323 -3.97180 -0.21341 0.0892
H -0.33903 0.80351 1.49526 0.1229
H -1.42946 -0.54122 1.26148 0.0675
H -0.90135 -0.27329 -1.32414 0.0512
H -0.04242 1.22291 -0.77571 0.0636
H -1.80900 1.06342 -0.48933 0.0650
C 3.29035 0.81263 6.09788 -0.0665
C 3.99735 1.14808 4.78358 -0.2991
N 3.88746 0.17993 3.77438 -0.1759
C 4.14159 0.89637 2.50294 -0.2445
C 3.80671 0.17882 1.22067 -0.0838
C 4.69266 -1.08674 3.92987 -0.2003
C 6.23455 -0.97826 3.92949 -0.0728
H 3.52702 1.52923 6.84368 0.0558
H 3.70498 -0.05667 6.54609 0.0461
H 2.20873 0.66106 6.03041 0.0796
H 3.60269 2.03521 4.42663 0.0744
H 5.08382 1.43913 4.97409 0.1401
H 3.66870 1.83339 2.56721 0.0614
H 5.18450 1.23838 2.48078 0.1142
H 2.76118 0.09332 0.95521 0.0534
H 4.17311 0.71287 0.34637 0.0572
H 4.39318 -0.74156 1.07084 0.0814
H 4.28755 -1.67801 3.11259 0.0633
H 4.29509 -1.60414 4.84824 0.1223
H 6.66683 -0.86822 4.90337 0.0545
H 6.67575 -0.18940 3.34770 0.0569
H 6.57842 -1.95243 3.56859 0.0739
C 3.34110 -1.41870 -2.63833 -0.0702
C 2.94158 -2.90237 -2.79727 -0.2370
N 3.13735 -3.38451 -4.16892 -0.1863
C 4.48224 -3.53026 -4.65599 -0.2339
C 5.28812 -4.78268 -4.09936 -0.0693
C 2.04955 -4.25309 -4.69829 -0.2370
C 2.06621 -4.39978 -6.20243 -0.0970
H 2.77337 -0.76408 -3.27668 0.0204
H 4.46606 -1.33235 -2.75655 0.0891
H 3.19821 -1.06778 -1.59422 0.0637
H 3.51991 -3.45244 -2.06980 0.0964
H 1.93877 -3.03003 -2.42721 0.0846
H 4.54730 -3.56877 -5.72494 0.0968
H 5.00080 -2.65784 -4.34057 0.0816
H 4.98526 -5.67398 -4.66371 0.0568
H 6.36844 -4.60230 -4.18514 0.0607
H 5.10251 -4.98738 -2.99909 0.0756
H 1.03540 -3.93244 -4.45173 0.1009
H 2.07837 -5.27001 -4.23499 0.1154
H 1.14789 -4.77849 -6.61809 0.0686
H 2.89480 -4.92887 -6.60619 0.0545
H 2.06527 -3.39089 -6.66806 0.0694
C 1.85784 6.32278 -1.83240 -0.0584
C 1.58116 5.02278 -1.01952 -0.2473
N 2.76792 4.49957 -0.33273 -0.1631
C 3.81346 3.98776 -1.26781 -0.2246
C 3.52766 2.91307 -2.34432 -0.0758
C 2.40661 3.44609 0.63007 -0.2640
C 2.21325 4.09827 1.95577 -0.0920
H 2.54238 6.19133 -2.64148 0.0504
H 2.35635 7.00508 -1.19083 0.0593
H 0.87967 6.67292 -2.18457 0.0759
H 0.79985 5.09006 -0.30841 0.0724
H 1.14950 4.27604 -1.75265 0.0941
H 4.16886 4.85803 -1.86948 0.1064
H 4.67100 3.67187 -0.64997 0.1146
H 2.71306 3.19094 -3.06013 0.0587
H 4.40828 2.64045 -2.88080 0.0674
H 3.19594 2.01272 -1.87197 0.0452
H 3.23971 2.78798 0.59512 0.0656
H 1.47229 2.83766 0.37459 0.1254
H 1.64923 5.08329 1.89813 0.1023
H 3.10268 4.22155 2.49408 0.0496
H 1.59655 3.53121 2.63763 0.0550
C -3.09584 -2.94878 6.30720 -0.1001
C -2.37478 -2.58141 5.06618 -0.2383
N -2.68900 -3.59317 3.98750 -0.2100
C -2.04824 -4.87656 4.11725 -0.2324
C -0.49111 -4.71585 4.12735 -0.0641
C -4.07997 -3.61512 3.69181 -0.2729
C -4.46576 -4.07006 2.24205 -0.0623
H -4.16114 -3.08361 6.21103 0.0673
H -2.74472 -2.26210 7.09544 0.0841
H -2.69733 -3.90737 6.69108 0.0789
H -2.61596 -1.59974 4.62709 0.1069
H -1.25488 -2.58970 5.18888 0.1130
H -2.32593 -5.42609 5.04170 0.1109
H -2.37108 -5.43766 3.22211 0.1095
H -0.15862 -3.92590 3.52559 0.0128
H -0.14161 -4.59572 5.17417 0.0867
H -0.11052 -5.61090 3.77746 0.0441
H -4.47967 -2.62899 3.95368 0.0981
H -4.60859 -4.28685 4.32170 0.0941
H -4.18710 -5.13237 2.15416 0.0644
H -4.01387 -3.56954 1.40750 0.0443
H -5.52218 -3.91021 2.05067 0.0580
C -4.23869 0.96037 -1.59469 -0.0816
C -4.54732 -0.38345 -0.92980 -0.2600
N -5.37487 -0.22885 0.24397 -0.1774
C -4.52616 -0.08901 1.49668 -0.2173
C -5.35886 -0.01028 2.77174 -0.1094
C -6.57899 -1.03588 0.26546 -0.2695
C -7.51598 -0.69535 -0.87209 -0.1042
H -3.33094 0.83687 -2.19100 0.0458
H -4.14289 1.72027 -0.82967 0.0414
H -5.03967 1.28875 -2.27725 0.0798
H -4.98344 -1.08883 -1.66406 0.1172
H -3.58319 -0.79481 -0.66355 0.0808
H -3.80383 -0.93368 1.68467 0.1101
H -4.00575 0.84264 1.36704 0.0774
H -4.66387 0.00662 3.67451 0.0873
H -6.01887 0.90007 2.77339 0.0909
H -5.99535 -0.86600 2.85984 0.0369
H -7.11513 -0.74328 1.20300 0.1107
H -6.31743 -2.13220 0.21418 0.1209
H -7.16749 -1.03688 -1.86257 0.0661
H -7.62862 0.35791 -0.96752 0.0633
H -8.49305 -1.22502 -0.87481 0.0817
C -1.56534 -0.34455 -4.39390 -0.0816
C -0.13994 -0.71842 -4.75769 -0.2642
N 0.67901 0.37833 -5.26440 -0.1413
C 1.06216 1.34622 -4.15010 -0.2304
C -0.05734 2.38075 -3.90251 -0.0704
C 1.99806 -0.20601 -5.71018 -0.2395
C 1.90571 -0.47734 -7.24522 -0.0914
H -1.70760 0.26313 -3.51561 0.0190
H -2.24320 -1.17485 -4.34414 0.0679
H -1.90815 0.23798 -5.25045 0.0861
H 0.39167 -1.10982 -3.88395 0.0946
H -0.18637 -1.56282 -5.51344 0.1335
H 1.35068 0.80928 -3.17116 0.1142
H 1.99917 1.90678 -4.39714 0.0895
H -0.75608 1.94192 -3.26976 0.0132
H 0.28290 3.24937 -3.37924 0.0366
H -0.46438 2.59432 -4.86588 0.0774
H 2.15764 -1.18205 -5.25314 0.0721
H 2.88615 0.42654 -5.57836 0.1136
H 1.21099 -1.21640 -7.55528 0.0418
H 2.87800 -0.70297 -7.61809 0.0504
H 1.67759 0.46079 -7.79174 0.0781
C -3.91105 5.71743 1.45588 -0.0631
C -3.97645 4.19758 1.17492 -0.2148
N -2.72183 3.61855 0.59481 -0.1635
C -2.14709 4.28914 -0.60179 -0.2533
C -3.20413 4.63366 -1.64298 -0.0819
C -1.66064 3.67027 1.61788 -0.2689
C -1.86219 2.82011 2.90648 -0.0666
H -3.97861 6.26835 0.49338 0.0702
H -2.97282 6.06211 1.79027 0.0415
H -4.74839 5.98257 2.08075 0.0705
H -4.34596 3.49238 1.89689 0.0982
H -4.69348 4.13106 0.36404 0.0911
H -1.64008 5.20220 -0.30863 0.0954
H -1.33790 3.73554 -1.14959 0.1102
H -3.98719 5.39133 -1.45676 0.0734
H -2.67777 4.91555 -2.49839 0.0486
H -3.79593 3.69963 -1.78132 0.0705
H -1.42268 4.71060 1.87340 0.1003
H -0.80181 3.33142 1.07741 0.0698
H -0.89733 2.69940 3.45863 0.0762
H -2.30481 1.84982 2.62730 0.0550
H -2.53114 3.25886 3.64215 0.0602
```

Highest occupied orbital energy: -0.2884 hartree
SMILES: CCN(CC)CC.CCN(CC)CC.CCN(CC)CC.CCN(CC)CC.CCN(CC)CC.CCN(CC)CC.CCN(CC)CC.CCN(CC)CC

---

How do the energies compare? Relative to the most stable structure, in hartree: 1 1.4974; 2 0.0000.

---

## 1
# C4H2N2O

The molecule C4H2N2O (ωB97M-V/def2-TZVPD, the Open Molecules 2025 dataset).

```
9
Properties=species:S:1:pos:R:3:lowdin_charge:R:1
N -0.33297 2.42179 -1.12199 0.1700
C -0.31379 1.42783 -0.55289 -0.1760
C -0.38635 0.10104 0.19607 -0.2206
C -0.41768 -1.10731 -0.66329 -0.1452
N -0.51411 -1.93315 -1.52158 0.1755
C 0.60477 0.04069 1.40766 -0.2149
O 1.20308 -0.93889 1.71281 0.1095
H -1.41149 0.28091 0.57287 0.1561
H 0.79468 1.03623 1.90429 0.1456
```

Highest occupied orbital energy: -0.4232 hartree
SMILES: N#CC(C#N)C=O

---

## 2
# C4H2N2O

The molecule C4H2N2O (ωB97M-V/def2-TZVPD, the Open Molecules 2025 dataset).

```
9
Properties=species:S:1:pos:R:3:lowdin_charge:R:1
N -3.18764 -0.16635 -0.05467 0.1820
C -2.05857 -0.23585 0.10340 -0.1789
C -0.66127 -0.20035 0.03981 -0.0579
C 0.45180 -0.95609 0.03106 -0.1357
N 1.62088 -0.29431 0.01890 0.0752
C 1.31460 0.99050 -0.04969 -0.2223
O 0.06140 1.33450 0.07044 0.0564
H 0.28022 -2.07014 -0.00561 0.1514
H 2.17859 1.59809 -0.15365 0.1297
```

Highest occupied orbital energy: -0.3715 hartree
SMILES: N#Cc1cnco1

---

## 3
# C4H2N2O

The molecule C4H2N2O (ωB97M-V/def2-TZVPD, the Open Molecules 2025 dataset).

```
9
Properties=species:S:1:pos:R:3:lowdin_charge:R:1
C 2.65697 0.00955 -0.01683 0.1364
C 1.38411 -0.15396 -0.08888 -0.0689
C 0.07151 0.02416 -0.09109 -0.3787
N -0.59816 1.20277 -0.01950 0.1385
N -1.83108 0.80828 0.03264 0.0330
C -1.93328 -0.43018 0.00674 -0.2585
O -0.81854 -0.95400 0.07098 0.1590
H 3.73419 0.53251 0.35644 0.1320
H -2.66572 -1.03913 -0.25050 0.1073
```

Highest occupied orbital energy: -0.3438 hartree
SMILES: C#Cc1nnco1

---

How do the energies compare? Relative to the most stable structure, in hartree: 1 0.0000; 2 0.0105; 3 0.1223.